34
Properties=species:S:1:pos:R:3 method="wB97M-V/def2-TZVPD" total_energy_ev=-19553.4461 smiles="C[C@H](F)N(C(N(C)C)=[N+](C)C)[C@@H](C)F" homo_energy_ev=-13.7 de_lowest_kcal_mol=0.0 total_charge=+1 max_force_ev_per_a=6.057 lumo_ev=-3.20
H -1.587 0.181 3.335
H 1.793 2.637 -0.384
H -1.094 1.601 2.539
H -0.669 -2.479 -0.671
C -1.820 0.122 1.200
H 3.033 -1.888 -1.230
H 1.007 -3.201 -0.456
N 1.020 -1.267 -0.411
F -1.471 1.734 -1.545
C 0.949 2.353 0.289
C 0.292 -2.478 -0.126
H 3.042 1.266 1.484
H -2.883 0.622 1.129
H 0.147 -2.467 0.966
H -3.705 0.743 -1.300
H 0.002 0.228 2.378
H 2.862 -0.380 0.867
H -0.981 -0.136 -2.133
F -2.100 -1.236 1.495
N -1.037 0.192 0.078
C 2.836 0.740 0.525
H 3.392 1.041 -0.277
C -1.537 0.335 -1.265
C -1.048 0.536 2.463
H -3.089 -0.329 -2.496
C 2.118 -1.382 -1.452
H 1.172 2.555 1.322
H -0.148 2.416 -0.006
H 2.301 -0.387 -1.787
H -3.495 -0.732 -0.827
N 1.398 0.972 0.234
C 0.637 -0.057 -0.059
C -3.049 -0.065 -1.505
H 1.713 -1.789 -2.373

36
Properties=species:S:1:pos:R:3 method="wB97M-V/def2-TZVPD" multiplicity=2 total_energy_ev=-310638.6662 homo_energy_ev="-8.3 / -8.4" de_lowest_kcal_mol=0.0 total_charge=0 max_force_ev_per_a=0.258 lumo_ev="-1.41 / -3.00"
H 0.821 -0.089 -5.432
O -0.506 -3.635 -2.212
O 0.869 -0.416 0.831
H -0.235 -2.073 -4.277
N -2.082 1.056 4.651
C -1.963 1.405 3.219
Se 3.532 -4.227 2.767
O 0.912 -3.120 -0.572
Br 3.745 0.864 -1.497
O -0.097 0.418 -1.024
Se 2.388 -2.286 2.360
H -3.465 2.941 3.349
O -1.387 0.153 5.065
O -2.870 1.694 5.317
H -1.672 2.284 -0.496
C 0.383 -2.957 -1.768
Te 4.188 -5.113 0.555
C 0.973 -1.818 -2.558
Se 4.055 -3.072 -0.824
Ir 2.225 -1.772 0.007
C -0.947 1.040 1.094
N 1.929 -1.129 -1.927
C -1.744 2.040 0.554
O -4.220 4.360 1.562
C 2.114 0.331 -3.781
C -2.627 2.706 1.379
N -3.467 3.781 0.808
C 1.133 -0.390 -4.441
C -1.054 0.716 2.439
H 2.581 1.198 -4.222
C 0.548 -1.485 -3.821
C 0.011 0.308 0.185
C 2.477 -0.077 -2.511
H -0.441 -0.060 2.872
C -2.765 2.411 2.721
O -3.345 4.015 -0.375

90
Properties=species:S:1:pos:R:3 method="wB97M-V/def2-TZVPD" total_energy_ev=-42959.1982 homo_energy_ev=-6.4 total_charge=0 max_force_ev_per_a=1.226 lumo_ev=-0.88
C 1.847 0.946 2.179
H 1.544 -7.307 0.977
H 1.392 2.528 -0.690
C 0.618 1.318 -2.964
H 1.709 4.687 4.128
H 1.039 5.417 -1.532
C -6.427 0.594 -2.783
C -0.618 6.959 1.460
C 2.079 5.458 3.446
H -1.267 1.782 -3.931
H 0.708 -3.175 0.055
H 2.446 2.586 3.480
H 3.059 0.337 3.683
H 0.975 -4.739 3.361
H -1.411 0.480 -1.543
H 0.103 7.541 0.893
H 0.951 2.830 -4.394
C 2.161 -6.566 3.549
H 2.610 -3.298 1.243
Al 1.062 3.767 1.514
H -0.141 1.254 2.618
C -0.117 -2.878 2.024
C -3.130 0.414 -2.786
H -1.468 -0.922 -2.595
H -0.803 -3.358 2.726
C 2.410 -6.692 1.208
H -0.151 -5.690 1.592
C -3.633 -0.128 -4.146
C 0.048 -3.699 0.749
H -6.259 -0.015 -1.896
N 0.415 0.765 1.935
H -5.757 1.452 -2.750
C 0.042 6.088 2.517
C -4.885 -1.019 -4.046
H 3.146 -8.243 2.539
H 1.399 0.649 -3.336
C -6.191 -0.224 -4.054
O -0.561 5.889 3.578
H -0.527 0.218 -4.390
H -4.853 -1.632 -3.144
H -0.519 -1.896 1.775
H 3.110 5.197 3.212
H 2.062 2.932 -3.049
H -3.694 -0.081 -1.993
H 3.864 -4.556 1.237
H -7.442 0.987 -2.746
H 1.954 -0.811 3.204
C 1.468 3.595 -0.467
H -0.506 3.403 1.684
H 2.051 6.394 4.004
H -0.917 -3.751 0.240
C -0.746 0.899 -3.568
H -1.312 7.621 1.972
C 2.302 2.402 2.417
H 0.834 -2.703 2.529
N 1.908 -5.280 1.505
H 0.071 4.651 -3.437
C -1.640 0.158 -2.562
N 1.298 5.572 2.187
C 0.106 3.839 -2.707
H -6.219 0.447 -4.915
H -2.820 -0.709 -4.580
C 1.017 2.756 -3.302
C 0.561 4.455 -1.357
H 0.157 1.052 1.004
H 2.524 3.854 -0.602
C 3.077 -7.159 2.487
H -0.355 4.660 -0.793
H 2.729 -4.489 3.302
H -3.332 1.481 -2.685
H 4.086 -6.751 2.571
H 1.222 -7.121 3.597
H -1.194 6.320 0.790
H 2.289 -0.583 0.929
H 3.274 2.489 1.920
H -3.888 0.688 -4.822
H 0.572 1.157 -1.887
H 2.794 -4.365 -0.178
N 2.592 0.379 1.054
H -4.897 -1.657 -4.932
C 0.514 -5.129 0.935
H 2.599 -6.564 4.544
H -0.915 3.460 -2.644
N 2.103 0.175 3.398
H 3.069 -6.653 0.345
H -7.034 -0.907 -4.179
C 1.917 -5.159 3.030
H 0.530 -5.628 -0.035
C 2.861 -4.300 0.905
H 2.357 0.853 0.187

113
Properties=species:S:1:pos:R:3 method="wB97M-V/def2-TZVPD" total_energy_ev=-245058.2505 homo_energy_ev=-3.9 de_lowest_kcal_mol=38.7 total_charge=-1 max_force_ev_per_a=0.584 lumo_ev=2.09
C 3.137 -5.309 -0.455
C 2.438 1.914 -4.857
C -2.945 4.010 3.725
P 1.894 1.397 -2.183
C 2.069 2.080 -6.183
H 3.249 -6.102 -2.447
H 4.263 5.759 -2.182
C -4.818 2.715 2.946
C 2.357 -1.255 -6.392
Bi -0.953 -0.254 0.202
C -4.068 2.973 -0.893
C -1.796 1.361 1.626
O -2.370 -1.594 1.173
H 1.853 -1.293 -7.350
H -1.712 3.580 -4.090
H 5.434 -0.811 -5.049
C 2.993 -5.246 -1.834
H -0.672 -2.926 3.752
H 0.130 -1.978 2.504
H -2.010 -4.195 0.414
C -0.841 -2.181 2.968
C -2.923 -2.887 -2.205
H -1.202 -1.260 3.434
H 2.701 4.110 -3.158
N -0.187 -1.717 -2.402
H 5.286 2.966 0.902
Br 1.222 1.604 2.575
H 3.685 1.310 -0.079
H -6.744 3.345 3.638
F -5.520 6.113 6.176
N 0.803 0.982 -1.091
C 3.009 1.337 3.183
C -2.548 2.094 2.234
C -6.112 5.500 5.135
H -3.116 -3.965 -2.248
H -2.518 -0.421 -4.132
H -0.231 3.784 -1.704
C 3.273 3.856 -2.273
F -6.594 6.478 4.338
H -1.281 1.676 -5.865
H 0.554 -1.551 -5.268
H -3.413 5.650 5.021
H -3.314 2.837 -4.234
H -3.861 -3.498 1.981
C 2.797 -4.209 0.324
H -0.107 -3.930 -4.819
O -2.544 0.297 -1.128
H 3.512 -6.213 0.012
H -2.799 -4.159 3.248
C -1.133 3.778 -1.083
C 4.365 -0.982 -5.100
H -3.814 -2.367 -2.570
Si -2.501 2.818 -1.883
C -2.692 3.487 -3.613
H -0.617 1.350 -3.488
H 5.560 5.184 -0.157
C 3.726 -1.045 -6.335
C 3.632 -1.133 -3.933
H -5.198 1.884 2.368
C -5.678 3.533 3.658
H 3.483 1.972 -4.575
C 3.119 2.609 -1.678
C -1.877 -2.672 1.944
C 3.837 2.289 -0.525
C 0.728 2.001 -6.543
H 2.896 -4.252 1.402
C -5.172 4.591 4.404
C -0.239 1.739 -5.584
C -2.149 -1.337 -4.610
H 0.438 2.139 -7.578
H -0.863 3.390 -0.099
H -3.148 4.483 -3.591
P 1.365 -1.497 -2.387
O -2.226 1.192 -2.198
F -7.181 4.841 5.617
Br 3.889 -0.150 2.338
C -3.806 4.829 4.436
H -1.484 4.809 -0.963
H 2.391 -4.054 -3.509
H -0.810 -4.557 1.671
H 3.574 2.229 2.947
C -0.893 -4.052 -4.067
H -1.442 -1.058 -5.390
Si -1.450 -2.442 -3.273
H -3.001 -1.838 -5.084
H -1.877 4.183 3.748
H -4.924 3.233 -1.523
H -4.267 2.003 -0.428
H -2.805 -2.616 -1.157
H 2.975 1.151 4.247
C 2.515 -4.085 -2.431
H 2.825 2.271 -6.935
H -1.748 -4.543 -4.548
C 2.325 -3.051 -0.278
C -3.072 -3.254 2.696
C -3.439 2.944 2.970
H 2.088 -2.179 0.320
C -1.252 -3.759 1.065
C 4.718 3.214 0.013
H -0.463 -3.344 0.429
C 1.461 1.667 -3.889
C 4.150 4.785 -1.722
H 4.297 -0.927 -7.248
H -0.511 -4.726 -3.293
H -3.466 -2.515 3.399
C 2.251 -1.356 -3.982
C 1.624 -1.411 -5.218
C 1.923 -0.125 -1.363
H -3.979 3.720 -0.100
C 2.172 -2.978 -1.660
H 4.128 -1.082 -2.969
C 4.875 4.461 -0.585
C 0.124 1.556 -4.255

13
Properties=species:S:1:pos:R:3 method="wB97M-V/def2-TZVPD" total_energy_ev=-23689.2783 homo_energy_ev="-3.1 / -4.0" de_lowest_kcal_mol=72.1 total_charge=-1 max_force_ev_per_a=3.000 lumo_ev="3.29 / 3.47"
H 1.798 1.500 1.846
O -1.515 -2.960 -0.883
H 1.385 2.102 -0.090
C -0.530 -0.050 0.257
O -2.062 1.673 -0.224
N 0.516 0.331 0.796
O -1.437 0.200 -1.856
C -1.490 0.739 -0.754
S -0.311 -2.241 -1.267
O 1.017 -2.954 -0.405
C 1.076 1.695 0.981
H 1.306 -2.514 0.361
H 0.246 2.479 1.237

48
Properties=species:S:1:pos:R:3 method="wB97M-V/def2-TZVPD" total_energy_ev=-60547.1985 smiles="CC(C)/C=C/c1sc(-c2nccs2)nc1C(=O)NCCCNC(=O)CS" homo_energy_ev=-8.2 de_lowest_kcal_mol=9.0 total_charge=0 max_force_ev_per_a=3.371 lumo_ev=-0.45
H 3.083 0.994 -2.399
C -3.683 3.715 4.637
C -0.041 -0.051 1.212
H 2.786 -1.491 -5.256
H 2.469 1.498 -4.753
N 2.324 -0.576 -5.286
H 2.966 -0.714 -2.728
H -2.362 1.383 4.197
C -0.070 0.379 -0.283
O -0.883 1.181 -0.716
H -0.305 -1.943 -6.608
H 2.612 -4.081 6.084
H 0.905 -1.528 -7.884
H 4.223 -4.498 4.234
N 0.923 -0.060 -1.174
C -3.677 2.928 3.291
C 2.495 -3.627 5.102
H 1.249 -4.202 -7.168
S 2.977 -3.005 2.632
C -0.784 0.481 2.257
S 1.819 -3.236 -6.447
C -4.977 2.104 3.274
H -5.043 1.572 2.323
H 3.945 0.541 -4.603
H -2.023 2.011 1.242
C 1.165 -0.506 -6.048
H -5.832 2.797 3.383
C 1.600 -2.342 3.494
H -5.009 1.371 4.098
H 0.510 1.173 -2.837
C -1.826 1.507 2.171
C 3.391 -3.831 4.100
H 0.538 -0.608 -3.157
C 2.529 0.243 -2.980
C 1.022 0.207 -2.603
S -0.364 -0.371 3.713
C 2.850 0.532 -4.483
N 1.443 -2.746 4.755
H 1.486 -0.800 -0.813
C 0.730 -1.368 2.822
H -2.717 4.189 4.828
H -4.445 4.488 4.602
C -2.569 1.908 3.275
H -3.935 3.066 5.481
O 0.563 0.552 -6.130
C 0.760 -1.749 -6.825
H -3.644 3.599 2.427
N 0.828 -1.084 1.546

80
Properties=species:S:1:pos:R:3 method="wB97M-V/def2-TZVPD" total_energy_ev=-95383.1657 smiles="C[Si](C)(C)OCC[C@@H]1C[C@](S)(OC#N)COS1(=O)=O.O=C1C=C(O)C(=O)C=C1O.O=C1C=C(O)C(=O)C=C1O.O=C1C=C(O)C(=O)C=C1O" homo_energy_ev=-9.4 total_charge=0 max_force_ev_per_a=2.991 lumo_ev=-1.68
H 3.231 4.066 -1.448
H -6.200 0.258 -1.600
O 3.701 1.060 -0.138
H 6.604 3.329 0.668
H 0.107 1.897 0.422
H 6.535 -0.019 4.511
O 4.684 0.630 2.734
O 2.175 0.722 3.425
C -2.306 1.450 -1.189
O -4.325 -7.194 0.977
C -6.039 1.584 -4.847
H 5.240 1.195 -2.723
H -7.351 1.128 -6.455
H 0.302 3.540 -2.765
O -4.054 -4.992 -0.438
H 1.718 -1.128 -0.950
H 0.248 0.328 -2.192
O -1.554 3.554 -0.231
H -4.606 2.760 -4.846
H 1.628 -0.073 0.450
O -5.273 2.456 -5.488
C 5.754 1.867 -2.048
H 2.512 1.558 -1.745
H 3.360 0.031 -1.874
C -5.665 1.337 -3.412
O -8.815 -0.596 -5.103
C 2.705 0.057 5.613
C -3.188 -6.520 1.095
H 6.063 2.735 -2.618
H -2.234 -7.815 2.483
O -1.412 -1.508 -1.374
C -0.893 -4.855 1.152
H -8.950 -1.365 -3.209
C 1.646 -0.102 -0.628
C 3.050 0.370 4.357
N -2.889 5.443 -1.037
Si 4.773 2.294 -0.504
H -1.856 -3.554 -0.230
C -1.898 -4.460 0.358
C -0.969 -6.119 1.960
C 2.825 0.676 -1.187
C 5.167 -0.327 6.109
O 6.051 -0.662 7.038
C 0.313 0.452 -1.117
C -7.074 0.960 -5.424
H 0.784 -4.687 1.911
H 0.919 2.512 -1.018
C 3.909 3.957 -0.611
C -2.184 -6.915 1.887
C -3.102 -5.268 0.268
H -3.242 1.959 -1.039
O 3.507 -0.631 7.721
O -8.286 -1.059 -2.563
H 6.610 1.550 0.960
H 5.537 -0.839 7.848
H 3.354 4.084 0.312
O -0.593 -1.038 0.855
C 3.734 -0.321 6.568
H 5.451 2.629 1.800
S -0.957 3.099 -2.866
C -7.870 0.019 -4.653
C -2.224 4.540 -0.692
H -2.328 0.952 -2.149
O -0.008 -6.419 2.643
H 6.659 1.358 -1.743
C -6.470 0.416 -2.635
H 2.698 0.878 2.612
H -4.868 -6.689 0.342
O 0.239 -4.177 1.284
C -7.509 -0.207 -3.210
C 4.477 0.341 3.896
O -4.696 1.930 -2.970
C 0.117 1.889 -0.664
H 4.639 4.752 -0.628
H 1.680 0.071 5.956
S -1.004 -0.547 -0.407
C 5.510 -0.017 4.852
O -2.160 0.505 -0.129
C 6.018 2.448 0.903
C -1.189 2.475 -1.172

81
Properties=species:S:1:pos:R:3 method="wB97M-V/def2-TZVPD" total_energy_ev=-57619.2285 smiles=CC(C)CB(C[C@H]1CO1)C(F)(F)C(F)(F)C(F)(F)F.c1ccccc1.c1ccccc1.c1ccccc1.c1ccccc1 homo_energy_ev=-9.3 total_charge=0 max_force_ev_per_a=1.656 lumo_ev=0.32
H -1.397 1.317 -3.124
F 0.370 0.362 -1.573
H -0.697 -1.003 -6.643
H 2.833 3.008 1.472
C 3.262 1.023 2.159
H -4.028 0.855 -1.082
H -2.110 1.051 -6.130
C -0.870 -3.080 -6.075
F 1.838 -0.627 -0.307
H 6.698 0.393 10.953
H 0.141 0.991 -5.585
H -5.621 -1.380 1.651
H 0.794 0.991 -3.915
H -3.909 -4.632 -1.653
C 4.549 0.868 4.184
C 3.880 0.254 3.135
C -5.525 -4.117 -0.339
C -1.318 0.854 -4.092
H 3.840 -0.827 3.078
F 2.476 0.848 -1.764
H -2.624 -3.977 -5.248
B 0.155 -1.028 -4.672
H 0.829 -1.814 -6.527
C -0.144 -1.716 -6.037
H -5.949 2.334 -0.593
H 6.779 2.857 11.090
C -6.006 -3.204 0.589
C -2.382 3.397 0.431
H -3.297 5.180 1.192
H -1.330 -3.878 -4.110
C -3.518 -2.816 -0.580
H -6.119 -4.982 -0.605
C -2.590 2.182 -0.207
H -1.382 3.692 0.722
C -4.741 3.849 0.329
H -3.403 -1.043 0.619
C -4.282 -3.922 -0.926
C -4.948 2.633 -0.308
C -4.000 -1.905 0.349
C 6.213 0.993 10.194
C -5.245 -2.096 0.931
C 4.929 1.147 8.168
C -1.664 -3.170 -7.395
H -2.296 -2.425 -4.534
F 2.452 -2.305 -1.949
F 0.973 -3.110 -3.706
C 5.642 3.147 9.295
H -1.139 -2.601 -8.158
C 0.085 0.545 -4.603
C 1.850 -1.284 -2.613
C -2.295 1.260 -5.092
H -2.646 -2.724 -7.278
H -3.081 1.906 -4.741
H 4.408 0.668 7.349
C -1.824 -3.329 -4.901
H 4.010 4.103 3.348
H -6.976 -3.356 1.045
H 5.035 0.268 4.942
H -5.580 4.499 0.539
C 4.979 2.532 8.242
C 4.594 2.253 4.262
H 5.113 2.733 5.082
O -2.324 -0.035 -4.449
C 0.597 -1.842 -3.336
F 2.724 -0.841 -3.544
C 5.545 0.378 9.145
C -3.458 4.231 0.697
H -2.549 -2.665 -1.037
H 5.503 -0.702 9.089
F -0.410 -1.981 -2.428
H 2.744 0.545 1.342
H -1.733 -4.190 -7.752
H 4.500 3.133 7.480
C 1.602 -0.162 -1.536
H 5.677 4.227 9.355
C -3.871 1.802 -0.580
C 6.260 2.378 10.270
C 3.312 2.408 2.235
C 3.975 3.023 3.287
H -0.136 -3.878 -6.109
H -1.751 1.530 -0.416